(1)
C18H33Cl3InN6O5S3Si as an isolated structure, computed with ωB97M-V/def2-TZVPD.

## Properties
Charge   +1
Orbital gap   7.30 eV
E_LUMO   -0.08218 Ha

```
70
Properties=species:S:1:pos:R:3:nbo_charge:R:1
In -0.56536 1.01595 0.76691 0.69
C 2.39917 0.93721 2.56205 -0.23
C 1.49704 2.13668 2.89909 -0.23
N 0.95459 2.77429 1.69684 -0.72
C 1.94738 3.32527 0.76600 -0.24
C 1.56839 3.07950 -0.69577 -0.23
N 1.11194 1.70946 -0.95557 -0.73
C 2.14653 0.68610 -1.10551 -0.23
C 2.86269 0.30821 0.19392 -0.23
N 1.97440 0.20168 1.36148 -0.69
H 3.43309 1.26969 2.44059 0.19
H 2.39411 0.27002 3.42448 0.22
H 0.64526 1.79323 3.49033 0.22
H 2.06686 2.83550 3.52234 0.20
H 0.28124 3.48769 1.95116 0.41
H 2.07348 4.40180 0.90955 0.21
H 2.91322 2.87676 0.98725 0.20
H 0.74335 3.74279 -0.95848 0.22
H 2.42413 3.34717 -1.32885 0.20
H 0.56894 1.70767 -1.81510 0.42
H 1.64755 -0.19237 -1.51554 0.21
H 2.91022 0.98854 -1.83418 0.19
H 3.38852 -0.63433 0.01784 0.21
H 3.63732 1.04430 0.40948 0.19
H 1.81220 -0.76783 1.59230 0.39
C -1.21709 -3.86138 3.88854 -0.89
S -1.36177 -2.41499 2.89522 2.42
O -2.61838 -2.42831 2.22117 -0.92
O -0.20511 -2.67161 1.80968 -1.10
O -0.92630 -1.27618 3.62729 -0.90
H -1.45990 -4.73021 3.28010 0.25
H -1.93842 -3.75696 4.69670 0.27
H -0.20636 -3.91367 4.28486 0.26
O -3.09514 1.30456 -3.71376 -1.00
S -1.88923 1.96197 -3.21889 2.30
O -0.65351 1.30587 -3.57838 -0.95
N -1.97690 2.16333 -1.62348 -0.90
C -1.99151 3.45420 -1.28118 0.10
S -1.99392 3.99949 0.29004 -0.19
C -1.96251 4.37065 -2.46818 -0.14
C -1.97657 5.75388 -2.49247 -0.16
C -1.93083 6.38759 -3.72784 -0.18
C -1.86761 5.65799 -4.91222 -0.18
C -1.85087 4.26850 -4.89391 -0.20
C -1.90220 3.66223 -3.65554 -0.26
H -2.02525 6.30882 -1.56502 0.25
H -1.94414 7.46834 -3.77316 0.23
H -1.83026 6.17927 -5.85922 0.23
H -1.79848 3.69167 -5.80713 0.24
Cl 0.79159 -2.74432 -0.96436 -0.32
Si 0.11353 -3.76806 0.63270 1.63
Cl -1.50220 -4.89460 0.16827 -0.33
Cl 1.56714 -4.98044 1.33638 -0.32
N -4.58532 -0.72423 -2.72778 -0.53
C -4.86666 -0.66577 -1.25549 -0.24
C -3.54985 -0.70630 -0.49115 -0.27
N -2.70988 -1.83653 -0.85007 -0.62
C -2.48479 -1.92422 -2.27934 -0.25
C -3.76926 -1.92264 -3.10154 -0.24
H -4.06504 0.13027 -3.04639 0.48
H -5.46356 -0.73348 -3.24304 0.42
H -5.50030 -1.52196 -1.01831 0.21
H -5.41588 0.25430 -1.06080 0.23
H -3.75353 -0.73583 0.57807 0.25
H -3.00145 0.21681 -0.69156 0.24
H -3.06564 -2.70032 -0.45931 0.37
H -1.92602 -2.83096 -2.51226 0.23
H -1.86324 -1.07657 -2.58691 0.22
H -4.37406 -2.80613 -2.89182 0.21
H -3.56916 -1.86372 -4.17032 0.23
```

---

(2)
C6H16BrNSi2 as an isolated structure, computed with ωB97M-V/def2-TZVPD.

## Properties
Charge   0
Orbital gap   8.39 eV
E_LUMO   -0.01361 Ha

```
26
Properties=species:S:1:pos:R:3:nbo_charge:R:1
C -0.07429 -0.67351 1.84980 -0.21
C -1.00153 0.51006 1.91253 -0.86
C 0.48551 -2.50102 0.58375 -0.42
C -1.53085 3.15372 0.07532 -1.16
C 2.13397 -0.42161 -1.38274 -1.15
C -0.80904 -0.57405 -2.28038 -1.14
N 0.01240 -1.18695 0.49307 -0.87
Si -0.48143 1.64324 0.44069 1.31
Si 0.35786 -0.15027 -0.85505 1.41
Br 2.31578 2.84568 1.04667 -0.63
H 0.89393 -0.45527 2.13216 0.19
H -0.44229 -1.44029 2.50667 0.19
H -2.01237 0.19658 1.43559 0.23
H -1.15500 0.80744 2.86411 0.24
H 0.15366 -2.92716 -0.41512 0.19
H 1.56680 -2.76165 0.60335 0.18
H 0.15240 -3.21325 1.35511 0.21
H -2.32134 2.60531 -0.39769 0.24
H -1.93416 3.66703 0.89896 0.26
H -0.96256 3.95972 -0.53093 0.29
H 2.61304 -0.18932 -2.31866 0.26
H 2.63085 0.31894 -0.76323 0.28
H 2.47416 -1.39654 -1.08361 0.25
H -0.39666 0.05856 -3.10927 0.24
H -0.76069 -1.53401 -2.68722 0.24
H -1.90814 -0.34139 -2.37389 0.24
```

---

(3)
C20H26ClCoO3P2 as an isolated structure, computed with ωB97M-V/def2-TZVPD.

## Properties
Charge   -1
Multiplicity   4
Orbital gap (spin up / spin down)   5.83 / 6.47 eV
E_LUMO (spin up / spin down)   0.09975 / 0.09974 Ha
⟨S²⟩   3.806

```
53
Properties=species:S:1:pos:R:3:nbo_charge:R:1
Co -0.09228 -0.84191 -0.03917 0.70
C -1.98711 -2.43459 2.61247 -0.96
P -0.49719 -2.37880 1.53904 0.85
C -0.29214 -4.16186 1.18890 -0.96
C 0.90184 -2.07716 2.77064 -0.40
C 1.04393 -3.09694 3.83947 -0.23
C 2.05558 -4.01137 3.77627 -0.26
C 3.04582 -3.95188 2.76457 -0.24
C 3.05048 -2.86515 1.83487 -0.36
C 2.05123 -1.93291 1.81147 -0.23
P 1.23057 0.19544 1.50759 0.81
C 2.96793 0.78494 1.42622 -0.94
C 0.55377 1.92273 1.97634 -0.99
H -1.85112 -3.10989 3.46037 0.21
H -2.83449 -2.78375 2.01934 0.23
H -2.22734 -1.43663 2.97817 0.23
H -0.32945 -4.76556 2.09850 0.22
H 0.67362 -4.31278 0.70392 0.25
H -1.07787 -4.48266 0.50261 0.22
H 0.33022 -3.13407 4.65779 0.19
H 2.12377 -4.78566 4.53341 0.19
H 3.83256 -4.69826 2.75022 0.18
H 3.90144 -2.77283 1.16151 0.19
H 3.53424 0.18219 0.71599 0.23
H 3.43511 0.66307 2.40731 0.21
H 3.00455 1.83851 1.14543 0.21
H 1.01031 2.36266 2.87303 0.19
H -0.52579 1.84881 2.14274 0.21
H 0.71439 2.61155 1.14146 0.21
C 0.74046 -0.57966 3.14056 -0.72
H -0.25794 -0.25866 3.45250 0.21
H 1.45999 -0.31874 3.92267 0.21
C -0.44411 2.90194 -5.80735 -0.62
C -0.96382 3.36547 -4.47548 -0.07
C -0.88108 4.68994 -4.07975 -0.23
C -1.36471 5.08685 -2.84094 -0.04
Cl -1.24489 6.77398 -2.37401 -0.04
C -1.92335 4.17273 -1.97459 -0.23
C -2.02091 2.83593 -2.35426 -0.30
C -1.55353 2.44611 -3.59955 0.37
O -1.63455 1.17878 -4.08142 -0.50
C -2.25706 0.17485 -3.28158 -0.16
C -1.47118 -0.21679 -2.03812 0.71
O -1.92318 0.09483 -0.91084 -0.75
O -0.39623 -0.85981 -2.19780 -0.76
H 0.06671 3.71479 -6.32430 0.20
H -1.25373 2.54071 -6.44498 0.22
H 0.24975 2.06886 -5.69005 0.23
H -0.43072 5.42167 -4.73998 0.21
H -2.26851 4.48691 -0.99869 0.22
H -2.40495 2.10200 -1.65730 0.26
H -2.30469 -0.68638 -3.94371 0.21
H -3.26430 0.48848 -3.00153 0.18
```

---

(4)
A 2-piece molecular cluster, C3H8NO overall, computed with ωB97M-V/def2-TZVPD.

## Properties
Charge   0
Multiplicity   2
Orbital gap (spin up / spin down)   6.43 / 9.19 eV
E_LUMO (spin up / spin down)   0.02218 / 0.02207 Ha
⟨S²⟩   0.759

```
13
Properties=species:S:1:pos:R:3:nbo_charge:R:1
C -0.19712 -0.22785 1.15648 0.01
C -0.55406 1.01096 1.47770 -0.53
C 0.35741 -2.06492 -0.29784 -0.29
N 0.09048 -0.74231 -0.09408 -0.57
H -0.18383 -1.05958 1.85475 0.19
H -0.55049 1.83647 0.77241 0.18
H -0.86096 1.35197 2.45316 0.21
H 0.37724 -2.45603 -1.29863 0.18
H 0.53484 -2.74441 0.51388 0.17
H -0.09710 -0.12613 -0.88934 0.43
H -0.38872 1.79316 -2.11335 0.48
H 1.04025 2.07724 -1.66859 0.49
O 0.43205 1.35144 -1.86654 -0.94
```